{
  "formula": "C7H24N6O5",
  "method": "ωB97M-V/def2-TZVPD",
  "symbols": ["N", "C", "N", "O", "H", "H", "H", "H", "N", "C", "N", "O", "H", "H", "H", "H", "N", "C", "N", "O", "H", "H", "H", "H", "C", "C", "C", "O", "H", "H", "H", "H", "H", "H", "H", "H", "C", "O", "H", "H", "H", "H"],
  "coordinates": [[-3.15296, 3.00475, -0.88588], [-1.94974, 3.44484, -1.04042], [-1.14531, 2.46399, -0.89523], [-1.59218, 4.62841, -1.15922], [-3.96686, 3.57309, -1.07203], [-3.33293, 2.17208, -0.34332], [-0.16040, 2.44618, -0.67224], [-1.38814, 1.56958, -1.29670], [0.04290, -1.81851, -1.97998], [-0.95140, -1.06221, -1.54956], [-1.04285, -1.09812, -0.23207], [-1.58499, -0.27536, -2.20666], [0.21866, -1.80086, -2.97442], [0.39971, -2.63133, -1.49821], [-0.62821, -1.90104, 0.21903], [-1.65937, -0.45196, 0.23961], [2.74887, 5.30813, -0.80340], [2.51912, 4.04654, -0.70300], [1.45020, 3.74498, -0.02008], [3.42947, 3.31841, -1.02489], [2.01449, 5.94028, -0.51851], [3.64279, 5.57627, -1.18954], [1.42147, 2.83761, 0.42258], [0.79826, 4.50223, 0.12708], [-0.85241, -3.49312, 2.20883], [-0.06637, -4.27158, 1.11902], [-0.96362, -4.92955, 0.01415], [0.80527, -3.35568, 0.42442], [-0.12775, -2.97907, 2.84029], [-1.35252, -4.12190, 2.94547], [-1.53204, -2.74885, 1.79380], [0.63003, -5.01265, 1.51135], [-0.46268, -5.39627, -0.83398], [-1.49749, -4.15881, -0.54176], [-1.58876, -5.75954, 0.34339], [1.56692, -3.15766, 0.97423], [1.61348, 0.39589, 1.71371], [1.06587, 0.58571, 0.46139], [1.33559, -0.54913, 2.18044], [2.69091, 0.39641, 1.54864], [1.59707, 1.25235, 2.38773], [1.00788, -0.23453, -0.03406]],
  "homo_energy_ha": -0.3286,
  "homo_lumo_gap_ha": 0.334,
  "smiles": "NC(N)=O.NC(N)=O.NC(N)=O.CC(C)O.CO"
}